Record 1
# C31H47O2Si4

2 unconnected molecules or ions with the total composition C31H47O2Si4 in a non-equilibrium geometry (ωB97M-V with the def2-TZVPD basis set, OMol25).

Last column: Löwdin charge in e.
Positions of all 84 atoms, in Å:
C  0.3679  3.3906  -5.6558  -0.186
Si  0.1895  1.5304  -5.8602  0.385
C  -1.4387  1.1236  -6.6920  -0.214
C  1.5729  0.7923  -6.8909  -0.211
Si  0.2122  0.3769  -3.8589  0.484
Si  2.2065  0.9262  -2.7839  0.406
C  3.2817  2.0732  -3.8238  -0.204
C  1.8873  1.7821  -1.1372  -0.212
C  3.1346  -0.6745  -2.4783  -0.215
Si  -1.5518  1.1864  -2.6322  0.387
C  -1.4123  3.0265  -2.3012  -0.189
C  -3.1021  0.7679  -3.5916  -0.205
C  -1.5926  0.2107  -1.0354  -0.239
O  -0.3217  -1.3127  -4.1171  -0.270
C  0.2800  -2.3761  -3.4889  -0.495
C  1.0692  -3.2599  -4.4152  -0.035
C  0.1449  -2.6396  -2.1631  0.038
H  0.3743  3.8208  -6.6686  0.044
H  -0.4742  3.8272  -5.1058  0.014
H  1.2985  3.6803  -5.1561  0.011
H  -1.3086  1.3190  -7.7667  0.036
H  -1.7010  0.0648  -6.5591  0.037
H  -2.2610  1.7438  -6.3157  0.020
H  1.4819  1.2026  -7.9078  0.037
H  2.5718  1.0228  -6.5047  0.008
H  1.4638  -0.3002  -6.9483  0.036
H  4.2443  2.1781  -3.3007  0.041
H  3.4857  1.6727  -4.8229  0.014
H  2.8434  3.0730  -3.9251  0.018
H  2.8614  1.8936  -0.6368  0.038
H  1.4606  2.7834  -1.2739  0.017
H  1.2332  1.2053  -0.4728  0.005
H  3.9205  -0.4849  -1.7324  0.033
H  2.4755  -1.4648  -2.0942  0.006
H  3.6123  -1.0231  -3.4040  0.037
H  -2.2793  3.2840  -1.6742  0.037
H  -0.4978  3.2948  -1.7593  0.012
H  -1.4637  3.6116  -3.2272  0.018
H  -3.9275  0.7833  -2.8640  0.033
H  -3.3032  1.5027  -4.3802  0.023
H  -3.0449  -0.2358  -4.0375  0.040
H  -2.3666  0.6465  -0.3850  0.038
H  -1.8732  -0.8328  -1.2301  0.020
H  -0.6315  0.2222  -0.5077  0.005
H  1.4461  -4.1211  -3.8411  0.082
H  0.4389  -3.6096  -5.2541  0.095
H  1.9381  -2.7263  -4.8573  0.087
H  0.7258  -3.4779  -1.7852  0.061
H  -0.5171  -2.1250  -1.4805  0.022
C  0.1496  1.1878  10.5453  -0.075
C  0.5388  -0.0624  10.0401  -0.065
C  1.2390  -0.1556  8.8275  -0.021
C  1.4012  1.0152  8.0812  -0.236
O  1.7526  0.9960  6.7188  0.031
C  0.9536  0.4510  5.7162  -0.167
C  0.7137  1.2606  4.5894  0.040
C  0.0275  0.7593  3.5044  0.026
C  -0.3868  -0.6068  3.4427  -0.176
C  -0.9624  -1.0827  2.2438  0.126
C  -1.6434  -2.3112  2.0593  -0.190
C  -2.8319  -2.2982  1.2613  -0.001
C  -3.5458  -3.4639  1.0110  -0.042
C  -3.1164  -4.6864  1.5593  -0.022
C  -1.9262  -4.7264  2.3092  -0.046
C  -1.2033  -3.5660  2.5831  -0.008
C  -0.2155  -1.3680  4.6362  0.037
C  0.4890  -0.8712  5.7303  0.044
C  1.1722  2.2795  8.6343  -0.001
C  0.4993  2.3554  9.8533  -0.067
H  -0.4262  1.2553  11.4778  0.113
H  0.2764  -0.9809  10.5736  0.112
H  1.6043  -1.1085  8.4382  0.113
H  1.0923  2.2813  4.6083  0.138
H  -0.2037  1.4212  2.6689  0.132
H  -1.0620  -0.3546  1.4470  0.096
H  -3.1835  -1.3254  0.8921  0.116
H  -4.4724  -3.4079  0.4317  0.122
H  -3.7198  -5.5856  1.4223  0.121
H  -1.5831  -5.6750  2.7300  0.119
H  -0.2891  -3.6124  3.1788  0.116
H  -0.6529  -2.3610  4.7006  0.113
H  0.7014  -1.5118  6.5865  0.115
H  1.4326  3.1663  8.0566  0.125
H  0.2267  3.3384  10.2458  0.114

For the total energy, the calculation gives -68509.76586 eV. The value obtained for the HOMO-LUMO gap is 4.37 eV. The energy above the lowest of the compared OMol25 structures with the same formula, charge and spin comes out at 7.5 kcal per mole. Its net charge is +1.


Record 2
# C2H8NS

2 unconnected molecules or ions with the total composition C2H8NS in a non-equilibrium geometry (ωB97M-V with the def2-TZVPD basis set, OMol25).

Last column: Löwdin charge in e.
Positions of all 12 atoms, in Å:
C  0.9061  -1.3158  1.2997  0.006
C  -0.0676  -2.0600  -0.8119  0.180
N  0.1911  -1.1372  0.0285  -0.030
H  0.2179  -1.0199  2.1104  0.116
H  1.7236  -0.5641  1.2738  0.121
H  1.2343  -2.3559  1.3905  0.109
H  0.0860  -3.0681  -0.5443  0.108
H  -0.4776  -1.7690  -1.8204  0.150
H  -0.1048  -0.1857  -0.1936  -0.001
S  -0.4222  2.0735  -0.2407  0.576
H  -1.7125  1.5217  -0.0420  -0.111
H  -0.5807  2.4809  -1.4496  -0.224

For the total energy, the calculation gives -14521.40452 eV. The value obtained for the HOMO-LUMO gap is 9.19 eV. The energy above the lowest of the compared OMol25 structures with the same formula, charge and spin comes out at 17.7 kcal per mole. Its net charge is +1.


Record 3
# C2H5Cl3O

2 unconnected molecules or ions with the total composition C2H5Cl3O in a non-equilibrium geometry (ωB97M-V with the def2-TZVPD basis set, OMol25).

Last column: Löwdin charge in e.
Positions of all 11 atoms, in Å:
C  -1.4422  0.8520  -0.5899  -0.225
C  -0.7136  0.7140  0.8228  -1.669
Cl  1.0194  0.9137  0.6258  0.581
Cl  -1.1240  -0.8719  1.4381  0.584
Cl  -1.2635  2.0441  1.8999  0.534
H  -1.2308  1.8502  -1.0089  0.071
H  -2.5355  0.7121  -0.5487  0.076
H  -1.0152  0.0901  -1.2635  0.071
O  2.6439  -2.0294  -0.8330  -0.103
H  2.0906  -2.1827  -0.0339  0.033
H  3.5708  -2.0923  -0.5087  0.048

For the total energy, the calculation gives -41769.79706 eV. The value obtained for the HOMO-LUMO gap is 11.54 eV. Its SMILES is CC(Cl)(Cl)Cl.O. The energy above the lowest of the compared OMol25 structures with the same formula, charge and spin comes out at 1.9 kcal per mole. Its net charge is 0.


Record 4
# C40H62N6OOsPS

A molecular structure, C40H62N6OOsPS in a non-equilibrium geometry (ωB97M-V with the def2-TZVPD basis set, OMol25).

Last column: Löwdin charge in e.
Positions of all 112 atoms, in Å:
Os  -0.2768  0.5064  -0.0154  1.008
C  -3.4084  3.6957  -2.0698  -0.072
C  -2.2766  3.2461  -1.1397  -0.489
C  -2.3661  3.9713  0.2097  -0.089
P  -2.2063  1.4152  -0.9016  0.971
C  -2.9053  0.5759  -2.3673  -0.506
C  -3.0784  -0.9153  -2.0661  -0.098
C  -2.0377  0.7767  -3.6109  -0.093
C  -3.3396  1.0798  0.4681  -0.272
C  -4.6571  1.4740  0.5201  -0.003
C  -5.4238  1.3052  1.6879  -0.200
C  -6.8471  1.7587  1.7533  -0.009
C  -4.8061  0.7306  2.8049  0.020
C  -3.5069  0.2786  2.7471  0.026
C  -2.7699  0.4101  1.5577  -0.292
N  -1.4884  -0.1134  1.4203  -0.066
C  -1.2023  -1.2114  2.2524  -0.253
C  -2.1035  -2.3005  2.3331  -0.202
C  -3.3017  -2.4754  1.4286  -0.017
C  -1.8347  -3.3074  3.2449  0.020
C  -0.7164  -3.2890  4.0728  -0.209
C  -0.4822  -4.3577  5.0965  -0.012
C  0.1944  -2.2397  3.9171  0.026
C  -0.0085  -1.2210  3.0145  -0.206
C  0.9880  -0.0956  2.9486  -0.039
H  -3.3322  4.7759  -2.2016  0.103
H  -4.3915  3.4952  -1.6434  0.079
H  -3.3573  3.2439  -3.0583  0.072
H  -1.3201  3.5129  -1.5975  0.095
H  -3.3711  3.9036  0.6258  0.086
H  -2.1390  5.0281  0.0616  0.096
H  -1.6723  3.5730  0.9405  0.036
H  -3.8896  1.0269  -2.5242  0.122
H  -2.1483  -1.3517  -1.6900  0.042
H  -3.3506  -1.4423  -2.9814  0.099
H  -3.8688  -1.0900  -1.3365  0.074
H  -1.0650  0.2936  -3.4857  0.068
H  -1.8824  1.8279  -3.8589  0.072
H  -2.5287  0.3150  -4.4677  0.102
H  -5.1269  1.9290  -0.3436  0.118
H  -7.1817  2.1938  0.8145  0.090
H  -6.9729  2.5009  2.5444  0.107
H  -7.5016  0.9225  2.0066  0.106
H  -5.3658  0.6338  3.7271  0.141
H  -3.0411  -0.1679  3.6160  0.141
H  -3.2263  -1.8865  0.5176  0.054
H  -4.2265  -2.1940  1.9349  0.103
H  -3.3992  -3.5246  1.1529  0.094
H  -2.5253  -4.1414  3.3079  0.140
H  -1.3433  -5.0144  5.1966  0.090
H  -0.2646  -3.9137  6.0685  0.101
H  0.3841  -4.9664  4.8274  0.103
H  1.0799  -2.2187  4.5421  0.138
H  1.8471  -0.3138  3.5793  0.098
H  0.5451  0.8434  3.2834  0.084
H  1.3719  0.0571  1.9319  0.018
C  0.6552  -3.3778  -3.9789  -0.009
N  1.1021  -2.6869  -2.7578  -0.158
C  2.0777  -1.6226  -3.0043  -0.031
C  0.5753  -2.9204  -1.5619  -0.607
S  0.7026  -1.7238  -0.2578  0.751
N  0.0194  -4.0932  -1.2759  -0.169
C  0.4626  -5.3573  -1.8921  -0.004
C  -0.8986  -4.2857  -0.1565  -0.049
H  0.5125  -2.6221  -4.7505  0.107
H  -0.2899  -3.8826  -3.8113  0.094
H  1.3986  -4.0899  -4.3326  0.109
H  2.7112  -1.9207  -3.8366  0.116
H  2.7045  -1.4718  -2.1338  0.067
H  1.5788  -0.6878  -3.2690  0.090
H  1.3982  -5.2224  -2.4221  0.096
H  -0.2931  -5.7654  -2.5613  0.108
H  0.6250  -6.0732  -1.0877  0.110
H  -1.3837  -3.3538  0.0980  0.029
H  -0.3682  -4.6623  0.7191  0.111
H  -1.6502  -5.0145  -0.4579  0.114
C  1.0679  5.6068  1.7466  -0.056
C  1.0250  4.2731  2.5083  -0.166
C  0.6417  3.1503  1.6446  -0.099
N  0.3389  2.2762  0.9694  0.067
H  1.3582  6.3929  2.4395  0.096
H  0.0911  5.8558  1.3358  0.074
H  1.7959  5.5757  0.9378  0.088
H  0.3010  4.3169  3.3245  0.138
H  1.9974  4.0431  2.9468  0.134
C  7.0500  -1.3164  -0.8249  -0.062
C  7.0224  0.2038  -0.8023  -0.169
N  5.6671  0.7850  -0.7413  -0.040
C  5.2632  1.4525  0.4954  -0.190
C  4.8812  0.4709  1.5971  -0.059
C  4.8932  0.6776  -1.8271  -0.431
O  5.2005  0.0835  -2.8496  0.093
C  3.5288  1.3408  -1.8837  -0.097
C  3.2676  2.1900  -2.9556  0.060
C  1.9589  2.5555  -3.2205  0.010
C  0.9467  2.0281  -2.4428  -0.130
N  1.1850  1.2280  -1.3924  -0.152
C  2.4690  0.9269  -1.1126  -0.146
H  8.0865  -1.6528  -0.8185  0.089
H  6.5760  -1.6990  -1.7268  0.070
H  6.5499  -1.7363  0.0502  0.070
H  7.5108  0.5920  -1.6953  0.133
H  7.5641  0.5760  0.0663  0.125
H  4.4356  2.1260  0.2750  0.107
H  6.0986  2.0655  0.8333  0.130
H  4.0268  -0.1461  1.3048  0.054
H  4.6289  1.0083  2.5136  0.081
H  5.7122  -0.1973  1.8229  0.081
H  4.0820  2.5298  -3.5834  0.149
H  1.7157  3.2012  -4.0531  0.131
H  -0.0848  2.2128  -2.6927  0.066
H  2.6325  0.2880  -0.2555  0.069

For the total energy, the calculation gives -76043.70533 eV. The value obtained for the HOMO-LUMO gap (spin up / spin down) is 5.39 / 5.39 eV. The energy above the lowest of the compared OMol25 structures with the same formula, charge and spin comes out at 19.3 kcal per mole. Its net charge is +3.